1.
ORCA calculation (wB97M-V/def2-TZVPD) on C4H6ClFN2 in the gas phase in a non-equilibrium geometry.

The geometry in XYZ format:
```
14
Properties=species:S:1:pos:R:3:forces:R:3
C 2.315 -1.166 0.788 -0.129 -0.892 -0.791
N 1.971 -0.317 1.910 -0.081 -0.535 1.330
C 0.719 0.140 2.193 -0.808 1.314 -0.130
N -0.266 0.524 1.450 1.167 -0.732 0.996
C -0.050 0.482 0.088 -0.534 -0.015 -0.894
C -1.077 0.254 -0.751 0.847 0.438 0.913
F -2.364 0.076 -0.424 0.681 -0.023 0.192
Cl -0.791 0.187 -2.400 -0.117 -0.065 -1.447
H 2.585 -0.497 -0.036 0.242 -0.638 -0.107
H 3.180 -1.778 1.101 -0.361 0.304 -0.416
H 1.494 -1.887 0.403 1.074 1.296 0.951
H 2.472 -0.467 2.804 -0.280 -0.154 -1.312
H 0.641 0.341 3.246 -0.414 0.000 0.503
H 0.968 0.705 -0.327 -1.287 -0.296 0.212
```
Forces are in eV/Å.

Output
Relative energy (zero: lowest compared OMol25 entry of this formula, charge and spin) = 27.08 kcal/mol
Calculated total energy = -22463.802 eV
Multiplicity = 1

Löwdin population analysis, charges in e, atoms 1 to 5: -0.1126 -0.0574 -0.2437 0.0551 -0.2343

2.
ORCA calculation (wB97M-V/def2-TZVPD) on a molecular structure, C12H11BrCl2IrO2 in a non-equilibrium geometry.

The geometry in XYZ format:
```
29
Properties=species:S:1:pos:R:3:forces:R:3
C 1.546 -0.320 -3.039 0.296 0.408 -0.669
C 0.527 0.697 -3.262 1.482 1.457 -0.626
C 0.766 1.778 -2.276 1.425 0.417 -1.126
H -0.266 0.661 -3.994 0.100 0.152 -0.004
C 1.909 1.359 -1.464 0.467 0.614 -1.812
C 2.406 0.110 -1.972 -0.074 0.238 0.373
H 3.277 -0.426 -1.576 -0.608 0.239 -0.235
H 1.694 -1.214 -3.638 -0.132 0.203 0.248
H 0.176 2.666 -2.117 0.111 0.067 -0.200
H 2.294 1.893 -0.616 -0.046 0.055 0.246
Ir 0.196 0.037 -1.352 -1.008 -2.731 2.927
Br -1.985 0.120 -0.617 -1.800 -0.352 0.896
C -1.617 -2.372 2.186 -0.944 -0.969 -1.110
C -0.602 -1.818 1.371 0.527 0.237 -0.614
C -0.643 -2.491 0.116 -0.074 0.293 -0.578
H 0.057 -0.993 1.634 0.070 -0.068 0.021
C -1.766 -3.381 0.075 0.247 0.731 0.503
C -2.308 -3.323 1.378 -0.173 -0.845 0.685
H -3.038 -4.047 1.734 -0.141 0.533 -0.015
H -1.861 -2.071 3.188 0.032 -0.029 0.130
H -0.005 -2.293 -0.748 0.115 -0.240 0.527
H -2.130 -3.883 -0.839 0.250 0.132 0.957
Cl 1.394 3.867 3.425 0.306 0.447 0.139
C 0.127 3.396 2.308 -0.095 -2.033 -0.435
Cl 0.337 4.034 0.676 0.177 0.577 -0.366
C 0.143 1.709 2.225 -1.385 3.896 1.283
O -0.786 1.397 2.977 0.279 -2.117 -0.392
O 1.008 1.196 1.525 0.083 -1.259 -0.578
H -0.848 3.714 2.694 0.512 -0.054 -0.178
```
Forces are in eV/Å.

Output
Relative energy (zero: lowest compared OMol25 entry of this formula, charge and spin) = 7.67 kcal/mol
Calculated total energy = -114635.542 eV
Multiplicity = 6

Löwdin population analysis, charges in e, atoms 1 to 5: -0.2370 -0.2834 -0.2631 0.1049 -0.2230

3.
ORCA calculation (wB97M-V/def2-TZVPD) on a gas-phase ion, C7H18N2O2P (charge -1) in a non-equilibrium geometry.

The geometry in XYZ format:
```
30
Properties=species:S:1:pos:R:3:forces:R:3
C -3.656 -0.088 -0.890 1.126 0.031 -3.943
C -2.133 -0.531 -0.996 -1.359 -2.585 -1.450
N -1.295 0.067 -0.024 -0.207 1.199 0.419
C -1.669 -0.197 1.377 0.012 -0.326 -1.451
P -0.755 1.668 -0.454 3.396 -0.936 1.728
O -1.290 2.740 0.413 -0.849 0.132 0.073
O -0.615 1.675 -1.922 -0.725 0.221 -0.770
N 0.964 1.469 0.136 -1.713 1.725 0.607
C 1.259 1.785 1.527 0.682 -1.494 -0.309
C 1.645 0.474 -0.555 4.165 0.371 0.023
C 1.717 -0.945 -0.075 -2.964 -1.631 2.007
C 3.253 0.772 -0.849 -2.133 -2.988 -0.495
H -3.763 1.027 -1.079 -0.016 -1.387 0.549
H -4.280 -0.687 -1.686 1.029 1.156 1.506
H -3.862 -0.441 0.061 -1.313 -0.057 1.934
H -2.177 -1.672 -0.733 0.148 1.536 -0.568
H -1.708 -0.478 -2.069 -0.595 0.310 1.912
H -0.853 -0.111 2.018 1.879 0.786 0.888
H -2.423 0.444 1.794 -0.778 0.215 0.001
H -1.864 -1.253 1.528 -0.788 -0.356 -0.394
H 0.399 2.406 1.789 0.325 -0.044 0.699
H 1.226 0.721 2.062 0.505 2.328 -0.079
H 2.270 2.392 1.703 -1.866 -1.485 -0.336
H 1.175 0.500 -1.492 -0.392 -0.395 -1.419
H 0.815 -1.260 0.524 0.152 0.584 -0.826
H 1.694 -1.620 -0.891 0.116 -0.665 -1.111
H 2.430 -1.361 0.606 1.480 0.673 0.325
H 3.835 0.041 -0.263 0.171 1.132 0.441
H 3.555 1.761 -0.923 0.595 1.912 0.535
H 3.419 0.353 -1.840 -0.081 0.037 -0.496
```
Forces are in eV/Å.

Output
Calculated total energy = -23916.830 eV
Charge = -1
Multiplicity = 1

Löwdin population analysis, charges in e, atoms 1 to 5: -0.1023 -0.3459 -0.2698 -0.1235 0.3406

4.
ORCA calculation (wB97M-V/def2-TZVPD) on a molecular structure, C4H8N2O in a non-equilibrium geometry.

The geometry in XYZ format:
```
15
Properties=species:S:1:pos:R:3:forces:R:3
C -1.917 1.062 0.000 -0.323 0.072 -1.014
N 0.542 1.080 -0.237 -1.533 0.310 -0.512
C 1.459 -0.620 -0.241 -0.699 -3.114 -0.858
C -0.595 0.455 -0.344 1.305 1.517 1.432
N 1.851 -1.099 1.011 -0.333 0.684 -0.489
C -0.309 -0.969 -0.492 2.587 0.654 0.261
O 2.240 -0.634 -1.177 -0.577 0.217 0.498
H 0.580 2.091 -0.376 -0.286 0.016 0.506
H 1.191 -1.068 1.774 0.333 0.133 -0.018
H 2.844 -1.010 1.185 -0.274 0.085 0.250
H -2.231 0.720 0.990 0.154 -0.051 -0.053
H -1.883 2.153 -0.005 0.029 -0.116 0.055
H -2.671 0.724 -0.715 -0.116 0.080 0.129
H -0.217 -1.258 -1.536 -0.480 -0.250 0.030
H -0.883 -1.626 0.163 0.214 -0.235 -0.218
```
Forces are in eV/Å.

Output
Relative energy (zero: lowest compared OMol25 entry of this formula, charge and spin) = 65.47 kcal/mol
Calculated total energy = -9303.554 eV
Multiplicity = 1

Löwdin population analysis, charges in e, atoms 1 to 5: -0.0295 0.1548 -0.5693 -0.3913 0.1166